This record from the OMol25 dataset describes C2H13BN3Sn as an isolated structure in a non-equilibrium geometry. The level of theory is wB97M-V/def2-TZVPD.

Last column: natural (NBO) charge in e.
Cartesian coordinates (Å):
C (-2.462, 0.793, -2.377)  -0.84
Sn (-0.118, 0.048, -0.748)  1.52
N (1.913, -0.131, 0.443)  -1.14
N (1.070, -0.809, -2.679)  -1.14
H (1.706, -0.994, 1.026)  0.45
H (-1.580, 1.241, -1.873)  0.14
H (-3.362, 1.314, -2.046)  0.26
H (-2.547, -0.263, -2.145)  0.21
H (-2.315, 0.998, -3.473)  0.24
H (1.426, -1.750, -2.480)  0.42
H (1.822, -0.163, -2.947)  0.42
H (0.357, -0.839, -3.415)  0.42
H (2.745, -0.152, -0.129)  0.41
H (1.797, 0.699, 1.077)  0.45
B (0.014, -0.001, 4.128)  -0.65
C (-0.068, 0.002, 2.616)  0.48
N (-0.400, 0.006, 1.495)  -0.85
H (-0.994, 0.574, 4.511)  0.08
H (0.996, 0.575, 4.507)  0.05
H (-0.001, -1.149, 4.510)  0.07

Results
electronic energy	-13254.4055	eV
E_HOMO	-0.461	hartree
gap between HOMO and LUMO	6.47	eV
E_LUMO	-6.1	eV
charge	+1
relative energy (zero: lowest compared OMol25 entry of this formula, charge and spin)	1.473	eV